Entry 1:
Density functional theory data (wB97M-V/def2-TZVPD) for a structure of composition C24H43ErN2P3S.

Output
- Calculated total energy: -94862.64495 eV
- Spin multiplicity: 4
- Energy relative to the best compared isomer or geometry (same formula, charge and spin): 125.66 kJ/mol
- Total charge: +3
- Highest occupied orbital energy (alpha / beta): -15.917 / -15.915 eV
- LUMO level (alpha / beta): -9.4 / -9.3 eV

Each line ends with the Löwdin spin population.
Element x y z (Å)
Er 0.074 -0.282 0.185  3.0332
P -0.611 2.098 1.334  -0.0050
P -2.494 -0.997 -0.305  -0.0046
P 2.522 1.102 -0.019  -0.0035
H 1.528 -2.360 -4.311  0.0000
C 2.287 -2.025 -3.622  0.0000
C 2.442 -2.682 -2.391  -0.0004
H 1.667 -3.408 -2.138  0.0000
C -1.079 3.524 0.300  -0.0008
C -2.095 1.963 2.395  -0.0005
C 0.516 2.847 2.574  -0.0007
C -3.221 -2.510 -1.075  -0.0011
C -3.523 -0.844 1.217  -0.0003
C -3.060 0.454 -1.294  -0.0001
C 3.855 0.392 -1.084  -0.0007
C 3.492 1.279 1.525  -0.0002
C 2.488 2.843 -0.657  -0.0005
H 2.999 -1.270 -4.027  0.0000
H 3.281 -2.550 -1.700  0.0000
H -1.340 4.326 1.001  -0.0002
H -1.950 3.256 -0.313  0.0000
H -0.246 3.828 -0.347  0.0000
H -2.041 2.772 3.129  -0.0001
H -2.104 1.007 2.931  0.0000
H -2.999 2.060 1.786  0.0000
H -0.130 3.383 3.280  -0.0001
H 1.217 3.542 2.097  0.0000
H 1.067 2.072 3.124  0.0000
H -4.217 -2.726 -0.642  -0.0002
H -2.559 -3.347 -0.813  -0.0001
H -3.270 -2.404 -2.166  0.0000
H -4.393 -0.197 1.030  -0.0001
H -2.929 -0.397 2.030  0.0000
H -3.853 -1.841 1.543  0.0000
H -3.935 0.169 -1.889  0.0000
H -2.275 0.798 -1.984  0.0000
H -3.320 1.288 -0.625  0.0000
H 4.579 1.190 -1.303  -0.0001
H 3.476 -0.023 -2.028  0.0000
H 4.346 -0.415 -0.524  0.0000
H 4.356 1.925 1.299  -0.0001
H 3.819 0.272 1.828  0.0000
H 2.876 1.719 2.320  0.0000
H 3.492 3.059 -1.056  -0.0001
H 2.244 3.550 0.152  0.0000
H 1.745 2.955 -1.461  0.0000
C -0.229 -0.113 -3.613  0.0000
C -0.189 1.239 -4.027  -0.0006
C -1.022 1.585 -5.093  0.0001
C -1.727 0.584 -5.825  -0.0008
C -1.859 -0.725 -5.269  0.0001
C -1.004 -1.134 -4.226  -0.0006
S 0.842 -0.486 -2.275  -0.0044
H 1.531 0.739 -1.841  0.0003
H 0.402 1.979 -3.444  0.0000
H -1.065 2.606 -5.423  0.0000
H -2.221 0.791 -6.781  0.0000
H -2.539 -1.476 -5.725  0.0000
H -0.957 -2.175 -3.840  0.0000
N 0.977 -3.576 2.494  -0.0004
C 0.872 -2.777 1.429  -0.0001
N 0.563 -1.516 1.836  -0.0064
C 0.412 -1.520 3.232  -0.0002
C 0.051 -0.513 4.124  -0.0002
C -0.029 -0.861 5.475  0.0001
C 0.273 -2.172 5.888  -0.0002
C 0.620 -3.185 4.974  -0.0001
C 0.688 -2.810 3.644  -0.0003
H 1.237 -4.581 2.466  0.0000
H 1.040 -3.070 0.388  0.0000
H -0.155 0.471 3.705  0.0000
H -0.292 -0.111 6.220  0.0000
H 0.198 -2.375 6.955  0.0000
H 0.858 -4.216 5.245  0.0000

Atomic forces in eV per Å
Er -0.14 0.87 -0.45
P -0.63 1.24 0.75
P -1.95 -0.18 -0.19
P 1.88 0.83 0.48
H -0.29 0.14 0.04
C 2.52 -2.73 2.44
C 0.18 0.53 -3.81
H 0.32 -0.06 0.03
C 0.12 -0.15 -0.13
C -0.10 -0.31 0.04
C 0.23 -0.22 -0.01
C 0.33 -0.04 0.13
C 0.33 0.05 0.42
C 0.18 0.03 -0.19
C -0.15 -0.24 -0.11
C -0.21 -0.07 0.02
C -0.23 -0.14 -0.01
H -0.51 -0.67 0.52
H -0.36 0.20 -0.33
H 0.00 0.01 -0.33
H 0.25 0.21 0.13
H -0.31 0.05 0.17
H -0.27 -0.10 -0.18
H -0.12 0.41 -0.01
H 0.06 -0.07 0.22
H 0.39 0.05 -0.18
H -0.10 -0.16 0.22
H -0.12 0.39 -0.09
H 0.44 0.30 -0.36
H -0.25 0.07 -0.22
H -0.02 -0.10 0.29
H 0.21 -0.33 0.02
H -0.45 -0.35 -0.31
H 0.08 0.33 -0.09
H 0.09 0.18 0.16
H -0.23 -0.12 0.06
H -0.02 -0.30 -0.18
H -0.12 -0.34 0.10
H 0.28 0.19 0.28
H -0.04 0.20 -0.19
H -0.22 -0.29 0.28
H 0.03 0.43 0.02
H 0.43 -0.12 -0.23
H -0.43 0.10 0.18
H 0.12 -0.26 -0.35
H 0.29 0.10 0.16
C -0.29 0.76 -0.82
C -1.10 -0.64 0.23
C 0.25 -1.12 -0.88
C -0.22 -0.59 1.51
C 0.84 0.13 -0.77
C -0.02 1.07 0.79
S 0.22 2.51 1.21
H -1.82 -1.47 -1.53
H -0.55 -0.55 -0.74
H 0.09 0.25 -0.22
H 0.00 0.22 0.63
H 0.67 0.67 0.18
H -0.21 0.83 -0.40
N 0.07 -0.39 -0.21
C 0.02 0.74 1.51
N 0.31 -1.26 0.09
C 0.31 -0.52 -0.65
C -0.03 -0.14 0.04
C 0.26 0.18 -0.81
C -0.01 -0.58 -0.28
C 0.03 0.28 0.74
C 0.05 -0.85 0.25
H -0.31 1.05 0.10
H 0.03 -0.09 0.42
H 0.00 -0.14 0.59
H 0.03 -0.22 -0.19
H 0.11 -0.20 -0.30
H -0.18 0.43 0.29



Entry 2:
Density functional theory data (wB97M-V/def2-TZVPD) for a cluster of 7 separate species, C24H43F9N4O10 in total.

Output
- Calculated total energy: -76477.48927 eV
- Energy relative to the best compared isomer or geometry (same formula, charge and spin): 0.00 kJ/mol
- Total charge: 0
- Highest occupied orbital energy: -8.789 eV
- LUMO level: 0.4 eV

Each line ends with the Mulliken charge.
Element x y z (Å)
C 2.528 5.333 0.034  -0.9714
C 3.516 5.316 -1.119  -0.2546
O 3.196 4.207 -2.015  -0.2556
C 2.091 4.241 -2.682  0.1287
O 1.375 5.173 -2.770  -0.5194
C 1.806 3.085 -3.648  1.0379
F 0.526 2.762 -3.519  -0.2292
F 2.083 3.492 -4.886  -0.2736
F 2.536 1.993 -3.369  -0.2281
H 2.400 6.419 0.239  0.3497
H 2.970 4.704 0.807  0.2185
H 1.523 5.091 -0.300  0.3407
H 4.527 5.033 -0.837  0.3024
H 3.443 6.319 -1.692  0.3419
C -1.768 -2.699 3.535  -0.8615
C -2.849 -2.556 2.463  0.2295
O -3.441 -3.859 2.115  -0.3711
C -2.783 -4.909 1.842  0.3950
O -1.615 -5.099 1.969  -0.4866
C -3.709 -6.113 1.438  0.7814
F -4.950 -5.762 0.936  -0.2538
F -3.026 -6.931 0.595  -0.2301
F -3.990 -6.782 2.564  -0.2544
H -2.112 -3.268 4.395  0.3926
H -1.659 -1.647 3.815  0.3143
H -0.908 -3.136 3.126  0.0840
H -2.496 -2.111 1.542  0.0719
H -3.726 -2.050 2.792  0.1655
C 0.283 -0.986 -7.387  -1.2267
C 0.391 -0.624 -5.922  -0.0171
O -0.984 -0.219 -5.467  -0.2916
C -1.136 -0.162 -4.184  0.3178
O -0.323 -0.347 -3.316  -0.5256
C -2.572 0.236 -3.934  0.9104
F -3.505 -0.518 -4.506  -0.2688
F -2.756 0.163 -2.605  -0.1693
F -2.775 1.499 -4.271  -0.2717
H 1.152 -1.501 -7.767  0.3895
H 0.181 -0.089 -8.059  0.2933
H -0.603 -1.595 -7.484  0.3280
H 0.980 0.239 -5.876  0.1472
H 0.761 -1.443 -5.299  0.3429
C 5.353 -0.597 0.006  -0.7395
N 5.197 0.607 0.777  0.1707
C 5.319 0.444 2.194  -1.0228
C 4.881 1.792 0.203  0.4022
O 4.673 2.850 0.799  -0.6455
H 5.259 -0.350 -1.052  0.2555
H 4.461 -1.222 0.246  0.2159
H 6.246 -1.187 0.121  0.3140
H 4.832 -0.456 2.506  0.3547
H 6.380 0.351 2.404  0.3895
H 4.989 1.332 2.795  0.2655
H 4.773 1.712 -0.934  0.0619
C 0.882 -5.212 -0.426  -0.9654
N 1.039 -4.257 0.607  0.3296
C 1.600 -4.580 1.900  -0.9657
C 0.496 -3.065 0.409  0.2867
O 0.499 -2.066 1.112  -0.6242
H 0.118 -5.989 -0.214  0.2950
H 1.710 -5.751 -0.729  0.3777
H 0.525 -4.681 -1.227  0.3582
H 1.118 -5.433 2.397  0.1989
H 2.611 -4.859 1.694  0.4641
H 1.634 -3.609 2.413  0.2486
H -0.116 -3.085 -0.582  0.0330
C -5.836 2.625 1.969  -0.9487
N -4.989 2.611 3.150  0.0463
C -4.618 3.911 3.717  -1.0327
C -4.448 1.476 3.599  0.3683
O -3.527 1.415 4.424  -0.6415
H -6.311 1.703 1.696  0.3237
H -5.311 2.957 1.078  0.3573
H -6.573 3.419 2.098  0.3333
H -5.397 4.324 4.255  0.3680
H -3.821 3.794 4.461  0.3158
H -4.354 4.578 2.893  0.3431
H -4.823 0.602 3.079  0.1917
C 1.430 1.150 0.868  -0.9584
N -0.005 1.058 1.118  0.4895
C -0.599 1.746 2.292  -0.9968
C -0.791 0.186 0.429  0.3892
O -1.950 -0.165 0.630  -0.6933
H 1.627 0.720 -0.150  0.1669
H 1.978 0.437 1.458  0.3093
H 1.795 2.157 0.923  0.3787
H -1.678 1.538 2.401  0.1418
H -0.165 1.394 3.198  0.3932
H -0.429 2.850 2.240  0.3048
H -0.263 -0.072 -0.537  0.0691

Atomic forces in eV per Å
C 0.53 1.33 -0.47
C -0.85 0.99 -1.32
O 1.20 -1.14 0.39
C 0.64 0.21 -1.10
O -1.80 1.77 0.18
C 0.66 -0.32 1.37
F -0.28 -0.18 -0.58
F -0.23 -0.30 -0.19
F 0.02 -0.06 -0.34
H 0.36 -0.75 0.85
H -0.69 0.27 0.37
H 0.10 -0.62 0.09
H -0.05 0.49 0.20
H 0.39 -1.84 0.62
C -1.97 1.46 -0.17
C 0.79 -1.60 0.24
O -1.87 1.04 -0.28
C -0.15 -1.01 -0.19
O 1.31 -0.43 -0.35
C -0.71 0.30 0.01
F 1.98 -0.43 -0.07
F -1.17 0.75 0.53
F 0.26 -0.32 -0.10
H -0.14 -0.01 0.05
H 0.67 -0.20 0.34
H 1.27 -0.24 -0.36
H 0.21 0.10 -0.07
H -0.42 0.64 0.41
C -0.67 0.95 -0.50
C -1.31 -0.48 -0.69
O 1.89 -0.81 -1.73
C 0.53 -0.21 0.64
O -0.35 0.01 -0.46
C -0.73 0.20 2.45
F 0.19 -0.24 -0.47
F -0.31 -0.10 0.01
F -0.06 0.64 -0.64
H 0.29 -0.39 0.21
H -0.14 -0.70 0.87
H -0.14 -0.36 -0.45
H 1.06 1.20 0.82
H -0.20 0.32 -0.01
C -2.08 -0.27 -0.78
N 0.12 0.71 -0.39
C 0.73 1.44 0.95
C -0.44 0.58 -0.52
O 0.28 -1.07 -0.50
H 0.08 0.02 0.00
H 0.70 -0.09 -0.21
H 0.54 0.19 0.54
H -0.48 -0.47 0.28
H 0.30 -0.24 0.34
H -0.07 -0.81 -0.94
H 0.21 0.10 1.17
C -2.00 -1.60 1.55
N 0.21 -0.23 0.94
C 0.42 0.44 -0.56
C -2.01 1.37 -1.64
O 0.54 -0.79 0.17
H 0.18 0.41 0.31
H 2.27 -0.69 -0.26
H -0.79 1.00 -2.30
H -0.29 0.63 -0.02
H 0.94 -0.36 0.24
H -0.27 -0.68 0.49
H 0.92 0.44 1.16
C 0.04 1.48 -0.06
N -0.45 0.35 -0.09
C 1.62 -1.16 -0.97
C 2.07 0.19 0.76
O -1.27 -0.14 -0.58
H -0.18 -0.64 0.45
H 0.60 -0.07 -0.13
H -0.42 -0.30 0.18
H -2.06 0.88 0.90
H 0.12 -0.15 -0.65
H 0.25 0.03 0.25
H -0.26 -0.52 -0.11
C -0.88 -1.43 -1.62
N -1.38 0.37 1.06
C -0.02 0.48 -0.76
C 0.36 0.18 -1.81
O 0.93 0.61 0.47
H -0.33 0.76 0.48
H 0.35 0.05 0.99
H 0.20 0.45 0.18
H 0.56 0.05 -0.53
H 0.59 -0.31 0.83
H -0.12 -0.83 -0.13
H -0.43 -0.27 0.76



Entry 3:
Density functional theory data (wB97M-V/def2-TZVPD) for a structure of composition C24H43IrN3O2P2Si.

Output
- Calculated total energy: -63440.50140 eV
- Spin multiplicity: 5
- Energy relative to the best compared isomer or geometry (same formula, charge and spin): 59.68 kJ/mol
- Total charge: +1
- Highest occupied orbital energy (alpha / beta): -9.139 / -11.293 eV
- LUMO level (alpha / beta): -2.2 / -6.2 eV

Each line ends with the natural charge from an NBO analysis.
Element x y z (Å)
Ir -1.049 -0.547 -0.463  0.8727
N -5.046 -2.328 -0.763  -0.7779
C -3.904 -1.634 -0.683  0.7057
O -2.888 -2.130 -0.182  -0.6750
C -3.909 -0.238 -1.250  -0.5464
C -2.832 0.628 -0.608  -0.5982
H -5.074 -3.280 -0.437  0.4157
H -5.864 -1.944 -1.200  0.4102
H -4.900 0.210 -1.139  0.2272
H -3.698 -0.349 -2.316  0.2642
H -3.157 1.000 0.362  0.1921
H -2.594 1.478 -1.248  0.2196
C -2.222 0.704 2.756  -0.9691
P -0.928 -0.147 1.802  1.0967
C 0.496 0.960 2.048  -0.0749
N 0.594 1.679 3.178  -0.4769
C 1.507 2.653 3.297  0.0969
C 1.580 3.487 4.413  -0.0384
C 2.534 4.512 4.496  -0.2046
C 3.426 4.707 3.471  -0.1929
C 3.386 3.881 2.333  -0.0684
C 2.439 2.872 2.207  0.1860
N 2.362 2.080 1.116  -0.4789
C 1.420 1.139 1.021  -0.1744
P 1.221 0.225 -0.545  1.0455
C 1.115 1.606 -1.733  -0.9545
C 2.896 -0.573 -0.907  -0.2835
C 3.874 0.486 -1.418  -0.6317
C 2.617 -1.638 -1.975  -0.6197
C 3.479 -1.230 0.343  -0.6193
C -0.616 -1.708 2.790  -0.3114
C 0.075 -1.393 4.114  -0.6183
C -1.964 -2.398 3.019  -0.6335
C 0.269 -2.608 1.928  -0.6145
H -1.933 0.715 3.804  0.2614
H -3.175 0.190 2.634  0.2519
H -2.315 1.733 2.410  0.2559
H 0.860 3.338 5.207  0.2296
H 2.559 5.151 5.368  0.2381
H 4.166 5.492 3.534  0.2373
H 4.105 4.002 1.533  0.2304
H 1.190 1.215 -2.748  0.2544
H 1.898 2.337 -1.547  0.2565
H 0.137 2.074 -1.620  0.2523
H 3.595 0.865 -2.401  0.2162
H 4.864 0.033 -1.506  0.2273
H 3.949 1.319 -0.719  0.2356
H 2.128 -1.209 -2.852  0.2197
H 1.965 -2.419 -1.578  0.2178
H 3.551 -2.102 -2.295  0.2278
H 3.605 -0.515 1.158  0.2177
H 4.463 -1.633 0.097  0.2296
H 2.871 -2.063 0.686  0.2122
H -0.518 -0.722 4.735  0.2173
H 1.054 -0.938 3.957  0.2171
H 0.215 -2.323 4.669  0.2265
H -2.585 -1.860 3.737  0.2137
H -1.779 -3.395 3.423  0.2272
H -2.514 -2.511 2.084  0.2369
H 1.229 -2.130 1.750  0.2085
H -0.206 -2.823 0.965  0.2150
H 0.448 -3.559 2.434  0.2311
C 0.114 -1.594 -4.928  -1.1338
Si -1.257 -0.631 -4.045  1.9001
C -1.202 1.170 -4.646  -1.1325
C -2.905 -1.362 -4.645  -1.1420
O -1.087 -0.705 -2.458  -1.2309
H -0.134 -1.682 -5.988  0.2419
H 0.216 -2.600 -4.516  0.2374
H 1.081 -1.092 -4.851  0.2231
H -1.587 1.237 -5.665  0.2441
H -0.181 1.560 -4.650  0.2265
H -1.810 1.818 -4.010  0.2272
H -2.835 -1.594 -5.709  0.2466
H -3.735 -0.661 -4.520  0.2248
H -3.148 -2.287 -4.115  0.2325

Atomic forces in eV per Å
Ir 0.10 -0.12 -0.64
N 0.06 -0.08 0.07
C -0.25 0.07 -0.11
O 0.28 0.10 -0.03
C 0.21 -0.01 0.04
C 0.19 -0.20 0.26
H 0.04 -0.02 -0.03
H 0.00 0.04 0.00
H -0.03 -0.02 -0.07
H -0.09 0.00 0.00
H -0.01 0.05 -0.08
H 0.05 -0.01 0.00
C 0.02 -0.01 -0.30
P 0.20 -0.02 0.33
C 1.02 -0.11 -1.59
N -0.43 0.83 1.86
C 0.27 -0.95 -1.89
C -0.97 -0.62 0.55
C 1.60 1.16 -0.64
C -0.55 0.75 1.92
C 0.41 -0.44 -1.21
C -1.47 -1.37 0.25
N 1.70 1.33 -0.20
C -1.62 -0.63 0.98
P -0.17 0.47 0.21
C -0.11 -0.18 -0.05
C -0.38 -0.30 -0.06
C -0.01 0.08 0.01
C -0.03 0.07 0.02
C -0.09 0.08 0.04
C -0.07 0.09 -0.26
C -0.03 0.00 -0.02
C -0.01 0.04 0.01
C -0.08 0.08 0.02
H 0.00 0.01 0.00
H 0.00 0.02 0.00
H -0.03 0.00 0.00
H -0.01 -0.02 0.00
H 0.02 -0.02 0.00
H -0.02 0.00 0.00
H 0.01 0.02 -0.01
H -0.01 0.03 0.00
H 0.05 -0.01 0.03
H 0.01 0.01 -0.02
H 0.00 0.01 0.01
H -0.02 -0.07 -0.04
H 0.02 0.02 -0.04
H 0.04 -0.04 -0.01
H 0.00 -0.02 -0.04
H 0.03 0.03 0.00
H 0.01 -0.02 0.01
H 0.01 0.01 -0.02
H -0.03 -0.03 0.02
H 0.03 0.00 0.02
H -0.01 -0.02 0.03
H 0.00 -0.02 0.00
H 0.01 0.01 0.00
H -0.01 0.00 0.03
H -0.02 -0.04 0.04
H 0.07 -0.02 -0.04
H 0.05 -0.07 0.02
H 0.00 0.01 0.04
C -0.30 0.24 0.29
Si -0.10 0.06 -1.60
C 0.05 -0.40 0.25
C 0.29 0.14 0.33
O 0.13 0.09 1.50
H 0.05 -0.02 -0.02
H 0.01 -0.02 -0.03
H 0.00 -0.01 -0.02
H 0.00 0.01 -0.01
H -0.02 0.04 -0.01
H -0.02 0.01 -0.03
H 0.00 0.00 -0.01
H -0.02 -0.03 -0.01
H -0.02 -0.01 -0.03



Question: The lowest energy relative to the best compared isomer or geometry (same formula, charge and spin) belongs to which entry?
Answer: C24H43F9N4O10